{"formula": "C31H34N3", "method": "the ωB97M-V functional and the def2-TZVPD basis", "e_homo_ev": -10.681, "lumo_ev": -5.45, "e_above_lowest_ev": 2.2113, "total_charge": 1, "energy_ha": -1365.62978, "gap_ev": 5.2360, "elements": ["C", "N", "C", "C", "C", "C", "C", "C", "C", "C", "C", "C", "C", "C", "C", "C", "C", "N", "C", "C", "C", "C", "C", "C", "C", "C", "C", "C", "C", "H", "H", "H", "H", "H", "H", "H", "H", "H", "H", "H", "H", "H", "H", "H", "H", "H", "H", "H", "H", "H", "H", "H", "H", "H", "C", "C", "C", "N", "C", "H", "H", "H", "H", "H", "H", "H", "H", "H"], "coordinates": [[-5.7171, 0.3215, 0.9181], [-5.2966, -0.0338, 2.2887], [-5.8035, -1.2808, 2.7688], [-5.3866, -2.4996, 2.2076], [-5.8515, -3.7017, 2.7438], [-6.7597, -3.6965, 3.8071], [-7.2072, -2.4793, 4.3381], [-6.7377, -1.2747, 3.8188], [-3.9764, 0.3487, 2.6357], [-3.7489, 1.3564, 3.5960], [-2.4590, 1.7330, 3.9150], [-1.3097, 1.1307, 3.2946], [-0.0200, 1.5664, 3.7025], [1.2703, 1.1166, 3.3119], [2.4197, 1.7428, 3.9075], [3.7110, 1.3762, 3.5799], [3.9414, 0.3614, 2.6280], [5.2603, -0.0290, 2.2837], [5.6663, 0.3344, 0.9105], [5.7531, -1.2805, 2.7684], [5.3353, -2.4949, 2.2014], [5.7928, -3.6994, 2.7395], [6.6961, -3.6982, 3.8068], [7.1463, -2.4835, 4.3419], [6.6814, -1.2770, 3.8240], [2.8435, -0.2495, 2.0077], [1.5509, 0.0903, 2.3610], [-1.5897, 0.1502, 2.2965], [-2.8813, -0.2330, 1.9848], [-5.0961, 1.1548, 0.5641], [-5.6176, -0.5342, 0.2289], [-6.7705, 0.6340, 0.9450], [-4.6834, -2.4854, 1.3694], [-5.4954, -4.6438, 2.3203], [-7.1234, -4.6395, 4.2185], [-7.9233, -2.4634, 5.1607], [-7.0641, -0.3028, 4.2028], [-4.6203, 1.8183, 4.0646], [-2.2913, 2.5062, 4.6677], [-0.0213, 2.3074, 4.5005], [2.2519, 2.5265, 4.6493], [4.5806, 1.8505, 4.0395], [6.5679, -0.2288, 0.6376], [4.8613, 0.1257, 0.1857], [5.8826, 1.4122, 0.8893], [4.6378, -2.4755, 1.3596], [5.4353, -4.6401, 2.3141], [7.0551, -4.6430, 4.2189], [7.8603, -2.4719, 5.1662], [7.0096, -0.3058, 4.2082], [3.0204, -1.0206, 1.2545], [0.7567, -0.4645, 1.8823], [-0.7951, -0.3289, 1.7421], [-3.0607, -1.0037, 1.2322], [0.7515, 6.3261, 4.5514], [-0.7979, 6.3206, 4.5590], [-1.2350, 5.7803, 3.1801], [-0.0296, 5.2613, 2.5683], [1.1787, 5.7884, 3.1681], [1.1407, 7.3357, 4.7021], [1.1364, 5.6690, 5.3360], [-1.1702, 5.6605, 5.3469], [-1.1925, 7.3275, 4.7138], [-1.9808, 4.9781, 3.2842], [-1.7080, 6.5886, 2.5867], [-0.0351, 5.1595, 1.5648], [1.6410, 6.5997, 2.5704], [1.9313, 4.9913, 3.2656]], "forces_ev_per_a": [[0.1446, -0.1470, 0.1421], [-0.3152, 0.8660, -0.2493], [-0.1771, -0.7116, 0.5158], [-0.1044, 0.2996, 0.4038], [-0.0249, 0.0585, -0.0889], [0.0497, 0.2799, -0.0434], [0.0598, -0.1371, -0.1315], [0.4385, 0.0387, -0.3519], [0.0130, -0.0232, 0.0756], [-0.1447, -0.2803, -0.1258], [0.5177, -0.0522, 0.0587], [-0.8290, 0.1308, -0.1689], [-0.0080, -0.6807, -0.1061], [0.8510, 0.0216, -0.0714], [-0.5245, -0.0191, 0.0300], [0.1607, -0.2596, -0.1520], [-0.0263, 0.0458, 0.1635], [0.4698, 0.7145, -0.2790], [-0.3220, 0.1826, 0.1808], [0.0923, -0.7185, 0.4453], [0.1134, 0.2443, 0.4441], [0.0409, 0.0491, -0.0904], [-0.0446, 0.2605, -0.0339], [-0.0702, -0.1490, -0.1307], [-0.4536, 0.0408, -0.3616], [-0.5251, 0.0322, 0.0933], [0.1820, -0.0371, -0.2038], [-0.1585, -0.1250, -0.1335], [0.5558, 0.0865, 0.0926], [-0.2735, -0.1946, 0.0095], [0.0054, 0.3069, 0.0806], [0.3191, -0.0761, -0.0925], [-0.2740, -0.1562, 0.2948], [-0.1931, 0.2714, 0.1729], [0.1191, 0.2983, -0.1234], [0.1935, -0.0695, -0.2438], [0.0863, -0.4363, -0.0598], [0.3523, -0.1231, -0.0967], [-0.0655, -0.1814, -0.2025], [0.0010, 0.0998, -0.2186], [0.0650, -0.1665, -0.2204], [-0.3495, -0.1258, -0.0979], [-0.3186, 0.2079, 0.1279], [0.3100, -0.0126, 0.0059], [0.0010, -0.2972, -0.1751], [0.2721, -0.1549, 0.2773], [0.1979, 0.2678, 0.1680], [-0.1220, 0.3049, -0.1286], [-0.1924, -0.0672, -0.2411], [-0.0880, -0.4383, -0.0570], [-0.1408, 0.2654, 0.3141], [0.4172, 0.1438, 0.1639], [-0.4236, 0.1774, 0.1360], [0.1395, 0.3276, 0.2290], [-0.1220, -0.1733, -0.2232], [0.1232, -0.1734, -0.2217], [-0.3685, 0.4550, -0.1556], [0.0095, -0.8774, 0.1879], [0.3650, 0.4557, -0.1578], [0.0265, -0.2334, 0.1179], [0.0055, 0.2470, 0.0056], [-0.0087, 0.2478, 0.0084], [-0.0254, -0.2328, 0.1197], [0.0516, 0.2090, -0.0417], [0.1738, -0.2717, 0.1762], [0.0059, 0.2303, 0.1063], [-0.1747, -0.2746, 0.1770], [-0.0608, 0.2093, -0.0448]], "lowdin_charge": [-0.030, -0.134, -0.244, -0.028, -0.074, -0.077, -0.073, -0.012, -0.190, 0.035, 0.016, -0.169, 0.125, -0.169, 0.016, 0.035, -0.185, -0.133, -0.028, -0.250, -0.026, -0.075, -0.078, -0.073, -0.011, 0.019, 0.025, 0.025, 0.023, 0.096, 0.087, 0.097, 0.103, 0.109, 0.109, 0.109, 0.117, 0.131, 0.122, 0.130, 0.122, 0.131, 0.104, 0.084, 0.091, 0.106, 0.109, 0.108, 0.109, 0.117, 0.119, 0.088, 0.088, 0.123, -0.163, -0.163, -0.231, -0.088, -0.230, 0.104, 0.095, 0.095, 0.104, 0.088, 0.112, 0.108, 0.112, 0.088]}

***

{"formula": "C31H34N3OW", "method": "the ωB97M-V functional and the def2-TZVPD basis", "e_homo_ev": -17.246, "lumo_ev": -10.81, "e_above_lowest_ev": 0.4355, "total_charge": 3, "energy_ha": -1507.39471, "gap_ev": 6.4360, "elements": ["W", "C", "C", "C", "C", "C", "C", "C", "C", "C", "C", "H", "H", "H", "H", "H", "H", "H", "H", "H", "H", "H", "H", "H", "H", "C", "C", "O", "N", "C", "C", "C", "C", "C", "C", "N", "H", "H", "H", "H", "H", "H", "H", "H", "H", "H", "N", "C", "C", "C", "C", "C", "C", "C", "C", "C", "C", "C", "C", "C", "H", "H", "H", "H", "H", "H", "H", "H", "H", "H"], "coordinates": [[-0.7956, 0.3390, 0.8238], [2.0925, -1.7409, 2.4429], [0.9690, -1.5087, 3.4599], [0.2859, -2.8110, 3.8484], [0.0112, -0.4290, 3.0085], [0.4940, 0.8439, 2.6219], [-0.3843, 1.9602, 2.4148], [-1.7783, 1.7960, 2.5760], [-2.6970, 2.9724, 2.5385], [-2.2633, 0.4936, 2.6684], [-1.3607, -0.6304, 2.8722], [2.7185, -2.5690, 2.7726], [2.7434, -0.8741, 2.3162], [1.6816, -2.0015, 1.4655], [1.4245, -1.0701, 4.3565], [-0.1421, -3.3200, 2.9780], [-0.4991, -2.6720, 4.5930], [1.0222, -3.4848, 4.2839], [1.5611, 1.0169, 2.6130], [0.0257, 2.9517, 2.2880], [-2.3154, 3.7615, 1.8934], [-2.7588, 3.3701, 3.5551], [-3.7021, 2.6941, 2.2273], [-3.3275, 0.3238, 2.7460], [-1.7821, -1.6008, 3.0855], [-2.0338, 2.9516, -2.4382], [-2.4058, 1.9018, -1.4483], [-1.7144, 1.7868, -0.3886], [-3.4431, 1.1276, -1.6709], [-3.9138, 0.1578, -0.6893], [-3.1632, -1.1465, -0.7383], [-3.7243, -2.2301, -1.3856], [-3.0792, -3.4557, -1.3826], [-1.8801, -3.5755, -0.6981], [-1.3646, -2.4637, -0.0772], [-1.9666, -1.2524, -0.1133], [-1.6489, 3.8181, -1.9077], [-2.8768, 3.2385, -3.0636], [-1.2337, 2.5596, -3.0719], [-3.9720, 1.2685, -2.5207], [-4.9665, -0.0261, -0.8838], [-3.8413, 0.6049, 0.2990], [-4.6839, -2.1152, -1.8732], [-3.5204, -4.3092, -1.8824], [-1.3575, -4.5200, -0.6274], [-0.4545, -2.5222, 0.4988], [0.5636, 0.0688, -0.3257], [1.6676, 0.2294, -1.1226], [2.5871, -0.8449, -1.2973], [2.1494, -2.1877, -1.2835], [3.0454, -3.2081, -1.4871], [4.4019, -2.9113, -1.6598], [4.8577, -1.5986, -1.6532], [3.9580, -0.5620, -1.4936], [1.8668, 1.5211, -1.7219], [1.5076, 2.7024, -1.0389], [1.7705, 3.9311, -1.6008], [2.3474, 4.0030, -2.8709], [2.6782, 2.8471, -3.5719], [2.4644, 1.6091, -2.9966], [1.0964, -2.4042, -1.1841], [2.7106, -4.2362, -1.5224], [5.1090, -3.7195, -1.8024], [5.9119, -1.3894, -1.7740], [4.3108, 0.4601, -1.4690], [1.0871, 2.6435, -0.0457], [1.5512, 4.8402, -1.0552], [2.5483, 4.9722, -3.3114], [3.1134, 2.9181, -4.5598], [2.7167, 0.7064, -3.5384]], "forces_ev_per_a": [[1.6595, 0.0099, -1.3233], [0.0408, -0.0016, -0.0164], [0.0455, 0.1011, -0.0365], [-0.0286, -0.0782, -0.0166], [0.1376, -0.2124, 0.2594], [-0.2652, 0.1918, -0.0171], [0.0093, -0.1041, -0.1307], [-0.2785, 0.1076, 0.2271], [0.0565, -0.0423, -0.0218], [0.0375, -0.2450, 0.3470], [-0.4003, 0.0680, 0.0026], [-0.0003, 0.0381, 0.0247], [-0.0423, -0.0049, 0.0034], [-0.0124, -0.0556, -0.0482], [-0.0047, -0.0604, 0.0545], [0.0067, 0.0193, 0.0247], [0.0269, 0.0169, -0.0064], [-0.0170, -0.0011, -0.0191], [0.0427, 0.0125, -0.2041], [0.0327, 0.0222, -0.1021], [0.0008, 0.0063, 0.0046], [-0.0322, 0.0442, -0.0134], [-0.0078, 0.0049, 0.0237], [-0.0496, -0.0753, -0.1011], [-0.0591, -0.0532, -0.0883], [-0.0652, -0.0931, -0.0077], [0.1223, 0.1201, 0.0668], [0.0502, -0.0583, 0.0446], [-0.0655, -0.0084, 0.0150], [0.0055, 0.0283, -0.0868], [0.0941, -0.1279, 0.0358], [-0.1090, -0.0155, -0.0471], [-0.0557, -0.1006, -0.0621], [0.0329, -0.0781, 0.0000], [-0.2259, 0.1021, 0.0016], [-0.3745, 0.0221, 0.4067], [0.0027, 0.0339, 0.0089], [0.0374, 0.0037, -0.0308], [0.0006, 0.0229, 0.0111], [-0.0332, -0.0146, 0.0159], [-0.0267, -0.0242, -0.0222], [0.0148, 0.0512, 0.0680], [0.0226, -0.0250, 0.0059], [0.0123, 0.0243, 0.0119], [-0.0214, 0.0200, -0.0150], [0.1212, 0.0128, -0.0033], [0.2072, 0.5009, 0.3365], [-0.7805, -0.1327, 0.6114], [0.1048, -0.1194, -0.1625], [0.0534, 0.0337, 0.0345], [0.0806, 0.0261, 0.0000], [0.0056, -0.0940, -0.0080], [-0.0507, 0.0714, 0.0031], [0.0029, -0.1198, -0.0253], [0.1048, 0.1804, -0.0018], [0.0104, -0.0377, -0.1460], [0.0056, 0.0051, -0.0529], [0.0078, 0.0184, -0.0197], [0.0018, 0.0358, 0.0234], [-0.0051, 0.0504, 0.0526], [-0.0839, 0.0276, 0.0245], [0.0135, 0.0169, 0.0019], [-0.0202, 0.0170, 0.0043], [-0.0137, 0.0026, 0.0008], [-0.0202, 0.0033, 0.0237], [-0.0222, -0.0355, 0.0441], [0.0043, -0.0252, -0.0307], [-0.0070, -0.0367, 0.0076], [-0.0064, -0.0066, 0.0204], [-0.0309, 0.0136, 0.0146]], "lowdin_charge": [1.665, -0.037, -0.345, -0.045, -0.230, -0.104, -0.102, -0.324, 0.013, -0.110, -0.092, 0.103, 0.087, 0.053, 0.171, 0.086, 0.098, 0.104, 0.146, 0.147, 0.102, 0.124, 0.099, 0.144, 0.134, 0.060, -0.421, -0.145, 0.144, -0.066, -0.211, 0.031, 0.027, 0.003, -0.116, -0.040, 0.106, 0.107, 0.112, 0.181, 0.149, 0.115, 0.140, 0.142, 0.136, 0.090, -0.048, -0.164, -0.175, -0.016, -0.025, 0.009, -0.013, 0.018, -0.175, -0.019, -0.036, -0.002, -0.018, 0.005, 0.093, 0.125, 0.133, 0.131, 0.133, 0.089, 0.125, 0.132, 0.130, 0.134]}

***

{"formula": "C31H34N5OsS2", "method": "the ωB97M-V functional and the def2-TZVPD basis", "e_homo_ev": [-9.306, -9.306], "lumo_ev": [-2.91, -2.96], "e_above_lowest_ev": 0.4502, "total_charge": 1, "energy_ha": -2362.31084, "gap_ev": [6.3972, 6.3508], "elements": ["Os", "N", "C", "C", "C", "C", "C", "C", "C", "C", "C", "C", "C", "C", "H", "H", "H", "H", "H", "H", "H", "H", "H", "H", "S", "N", "S", "C", "C", "C", "C", "C", "C", "C", "C", "C", "C", "C", "C", "H", "H", "H", "H", "H", "H", "H", "H", "H", "H", "H", "C", "C", "N", "C", "N", "C", "C", "C", "N", "C", "H", "H", "H", "H", "H", "H", "H", "H", "H", "H", "H", "H", "H"], "coordinates": [[-0.8703, -0.6935, 0.0299], [-0.5342, -1.4164, 2.0049], [-1.5865, -1.9768, 2.8207], [-1.6081, -1.6563, 4.1689], [-2.5748, -2.1984, 4.9973], [-3.5196, -3.0604, 4.4573], [-3.4907, -3.3592, 3.1060], [-2.5164, -2.8317, 2.2531], [-2.5595, -3.1447, 0.8007], [-3.0804, -4.3848, 0.4268], [-3.3555, -4.6934, -0.8949], [-3.1437, -3.7411, -1.8789], [-2.5767, -2.5247, -1.5290], [-2.1938, -2.2126, -0.2064], [-0.0616, -0.6805, 2.5202], [0.1782, -2.1232, 1.8220], [-0.8614, -0.9774, 4.5691], [-2.5903, -1.9494, 6.0501], [-4.2918, -3.4865, 5.0839], [-4.2691, -3.9875, 2.6934], [-3.2739, -5.1310, 1.1875], [-3.7578, -5.6668, -1.1470], [-3.4071, -3.9441, -2.9098], [-2.4301, -1.7917, -2.3046], [-1.5241, 1.1978, 0.7491], [-0.7830, -0.2968, -2.0626], [-0.5506, 0.9794, -2.9866], [-1.8533, 2.1191, -2.6072], [-1.6992, 3.4652, -2.9263], [-2.7704, 4.3229, -2.7378], [-3.9775, 3.8341, -2.2509], [-4.1161, 2.4882, -1.9477], [-3.0523, 1.6153, -2.1312], [0.9058, 1.8631, -2.5043], [1.9786, 1.7500, -3.3808], [3.1715, 2.4008, -3.0876], [3.2741, 3.1589, -1.9296], [2.1911, 3.2687, -1.0596], [0.9978, 2.6239, -1.3422], [-0.5775, -1.1106, -2.6259], [-0.7590, 3.8443, -3.3063], [-2.6619, 5.3741, -2.9727], [-4.8139, 4.5071, -2.1133], [-5.0537, 2.1094, -1.5621], [-3.1466, 0.5682, -1.8830], [1.8811, 1.1636, -4.2881], [4.0099, 2.3256, -3.7685], [4.1974, 3.6810, -1.7092], [2.2690, 3.8796, -0.1682], [0.1509, 2.7055, -0.6742], [3.6862, 2.0078, 2.2341], [2.3117, 1.6961, 2.7754], [1.5589, 0.8957, 1.8105], [2.1293, 0.0695, 0.8918], [1.3372, -0.6056, 0.0690], [1.9553, -1.5250, -0.8885], [3.3469, -1.0943, -1.2876], [4.1668, -0.9374, -0.0300], [3.4851, -0.0152, 0.8760], [4.3280, 0.6965, 1.8426], [4.2919, 2.5202, 2.9806], [3.6047, 2.6456, 1.3510], [1.7358, 2.5952, 2.9848], [2.4117, 1.1449, 3.7142], [0.6498, 1.2543, 1.5186], [1.3154, -1.5903, -1.7655], [1.9997, -2.5321, -0.4562], [3.2970, -0.1326, -1.8042], [3.8045, -1.8253, -1.9549], [5.1434, -0.5112, -0.2551], [4.3321, -1.9035, 0.4569], [5.2924, 0.8647, 1.3657], [4.5033, 0.0754, 2.7269]], "forces_ev_per_a": [[2.4714, -0.4963, -0.2136], [-0.1728, -0.0390, -0.0244], [0.2724, 0.1995, 0.1274], [-0.0369, 0.0085, 0.0765], [-0.0132, -0.0249, -0.0210], [0.0291, 0.0350, -0.0207], [-0.0752, -0.0007, 0.0472], [-0.1407, -0.0542, -0.1234], [0.0175, 0.0314, -0.0115], [0.0295, -0.0400, 0.0290], [-0.0002, 0.0162, -0.0400], [0.0121, 0.0050, 0.0422], [0.0245, -0.2057, 0.2324], [-0.5403, -0.0592, -0.1866], [-0.0017, 0.1505, 0.1089], [-0.0610, -0.0642, 0.1717], [-0.0345, -0.0415, -0.0187], [-0.0147, 0.0017, -0.0242], [0.0084, 0.0162, -0.0079], [0.0346, 0.0105, 0.0037], [-0.0040, 0.0364, -0.0143], [0.0104, 0.0257, 0.0042], [0.0004, 0.0096, 0.0337], [-0.0212, 0.0293, -0.0409], [-0.6048, 0.3528, 0.3996], [-0.2104, 0.0933, 0.1858], [-0.0074, -0.0619, -0.3001], [-0.1123, 0.1831, -0.0637], [-0.0218, -0.1087, 0.0567], [-0.0422, -0.0014, 0.0218], [0.0326, 0.0275, -0.0145], [0.0241, -0.0535, -0.0302], [-0.0610, 0.1146, -0.0642], [0.1545, 0.2520, 0.0659], [0.0506, 0.0455, 0.0601], [-0.0116, -0.0050, 0.0339], [-0.0160, -0.0161, 0.0145], [0.0193, -0.0196, -0.0689], [0.1406, -0.0247, -0.0012], [-0.1655, 0.0181, -0.1418], [-0.0084, -0.0134, -0.0076], [-0.0115, -0.0368, -0.0020], [0.0227, -0.0082, 0.0178], [0.0231, 0.0139, -0.0121], [0.0093, -0.0233, -0.0121], [-0.0163, 0.0396, 0.0259], [-0.0284, 0.0120, 0.0190], [-0.0239, -0.0121, -0.0056], [0.0026, -0.0045, -0.0357], [-0.0685, 0.0194, -0.0602], [0.0220, 0.0648, -0.0605], [-0.0478, -0.0717, -0.0268], [-0.1260, 0.0898, -0.1584], [0.1036, 0.0477, 0.0877], [-0.5110, -0.0089, -0.1241], [-0.0274, -0.1679, -0.0327], [0.0481, 0.0912, -0.0291], [-0.0149, 0.0651, 0.0537], [-0.1040, -0.1780, -0.0135], [-0.0893, -0.0183, -0.1218], [0.0027, -0.0148, 0.0061], [0.0420, 0.0159, 0.0535], [-0.0205, 0.0067, -0.0296], [-0.0573, 0.0006, 0.0297], [-0.0665, -0.2024, 0.1617], [-0.0200, 0.0426, -0.0067], [-0.0201, -0.0155, 0.0077], [0.0230, -0.0323, -0.0341], [-0.0329, 0.0058, 0.0239], [0.0253, 0.0108, 0.0118], [0.0027, -0.0244, 0.0116], [0.0072, -0.0100, -0.0258], [-0.0021, -0.0297, 0.0046]], "lowdin_charge": [0.976, -0.065, -0.236, -0.021, -0.065, -0.062, -0.018, -0.126, -0.179, -0.041, -0.060, -0.076, -0.129, -0.257, 0.059, 0.119, 0.116, 0.110, 0.111, 0.115, 0.113, 0.112, 0.108, 0.062, 0.202, -0.490, 1.092, -0.420, -0.078, -0.061, -0.060, -0.059, -0.132, -0.408, -0.094, -0.073, -0.062, -0.068, -0.092, 0.008, 0.115, 0.112, 0.111, 0.115, 0.081, 0.113, 0.114, 0.112, 0.109, 0.053, -0.153, -0.159, 0.053, -0.358, -0.068, -0.219, -0.145, -0.134, -0.020, -0.132, 0.127, 0.101, 0.129, 0.123, -0.012, 0.086, 0.123, 0.104, 0.129, 0.125, 0.135, 0.125, 0.135]}